[1]
{"formula": "C3H7BO2", "method": "the ωB97M-V functional and the def2-TZVPD basis", "lumo_ev": 0.0, "e_above_lowest_kcal_mol": 24.5, "smiles": "C=CC.O=BO", "homo_lumo_gap_ev": 9.578, "symbols": ["B", "C", "C", "C", "O", "O", "H", "H", "H", "H", "H", "H", "H"], "xyz": [[1.31, -0.90, 1.90], [-2.06, 0.66, -0.54], [-0.80, 0.70, -0.18], [0.30, 0.38, -1.21], [1.90, -1.86, 1.20], [0.80, 0.01, 2.51], [-2.34, 0.37, -1.50], [-0.35, 0.94, 0.84], [-0.25, 0.16, -2.24], [1.05, -0.34, -1.02], [0.86, 1.33, -1.37], [2.42, -2.49, 1.55], [-2.85, 1.05, 0.06]]}

=====

[2]
{"formula": "C3H7BrNO", "method": "the ωB97M-V functional and the def2-TZVPD basis", "lumo_ev": -4.0, "total_charge": 1, "e_above_lowest_kcal_mol": 31.0, "smiles": "Br[C@H]1[NH2+]CCO1", "homo_lumo_gap_ev": 10.915, "symbols": ["C", "C", "C", "N", "O", "Br", "H", "H", "H", "H", "H", "H", "H"], "xyz": [[-0.69, -0.41, 0.67], [-0.50, 1.15, 0.53], [0.89, 0.13, -0.82], [-0.03, -0.99, -0.53], [0.25, 1.28, -0.65], [2.55, -0.17, 0.31], [-0.14, -0.72, 1.54], [-1.67, -0.82, 0.90], [-1.41, 1.80, 0.35], [-0.08, 1.67, 1.48], [1.30, 0.09, -1.94], [0.26, -1.98, -0.41], [-0.74, -1.02, -1.44]]}

=====

[3]
{"formula": "C3H7BrOSi", "method": "the ωB97M-V functional and the def2-TZVPD basis", "lumo_ev": [0.5, -2.1], "e_above_lowest_kcal_mol": 42.4, "homo_lumo_gap_ev": [6.709, 8.520], "spin_multiplicity": 3, "symbols": ["C", "C", "C", "O", "Si", "Br", "H", "H", "H", "H", "H", "H", "H"], "xyz": [[-1.27, -1.62, -1.02], [1.16, -0.53, 1.57], [-0.54, 1.70, -0.37], [-2.22, -1.16, -1.63], [0.36, -0.03, -0.21], [1.82, 0.28, -1.93], [-1.24, -2.63, -0.60], [1.70, -1.48, 1.29], [2.00, 0.06, 1.85], [0.50, -0.67, 2.35], [-1.49, 1.79, 0.03], [0.03, 2.43, 0.12], [-0.81, 1.85, -1.44]]}

=====

[4]
{"formula": "C3H7CdINO", "method": "the ωB97M-V functional and the def2-TZVPD basis", "lumo_ev": -8.5, "total_charge": 1, "e_above_lowest_kcal_mol": 51.7, "homo_lumo_gap_ev": 3.458, "symbols": ["Cd", "I", "C", "C", "O", "N", "C", "H", "H", "H", "H", "H", "H", "H"], "xyz": [[11.46, 16.19, -23.16], [14.16, 16.54, -23.79], [15.72, 19.82, -18.92], [15.41, 19.52, -20.36], [14.77, 20.30, -21.05], [15.90, 18.36, -20.87], [16.93, 17.51, -20.35], [15.25, 20.73, -18.55], [16.80, 19.99, -18.85], [15.44, 19.06, -18.19], [15.66, 18.29, -21.85], [17.66, 18.05, -19.74], [17.47, 17.06, -21.19], [16.53, 16.69, -19.74]]}

=====

[5]
{"formula": "C3H7Cl", "method": "the ωB97M-V functional and the def2-TZVPD basis", "lumo_ev": [1.1, -0.2], "e_above_lowest_kcal_mol": 0.0, "homo_lumo_gap_ev": [8.903, 10.902], "spin_multiplicity": 3, "symbols": ["C", "C", "C", "Cl", "H", "H", "H", "H", "H", "H", "H"], "xyz": [[1.38, -0.05, 0.34], [0.04, -0.72, 0.73], [-2.23, 0.25, -0.93], [-2.77, -1.02, -1.93], [1.69, 0.49, 1.19], [2.19, -0.70, -0.06], [1.21, 0.69, -0.36], [-0.11, -1.71, 0.28], [-0.79, -0.21, 1.15], [-1.17, 0.58, -1.09], [-3.03, 0.87, -0.57]]}

=====

[6]
{"formula": "C3H7Cl2NNbO2", "method": "the ωB97M-V functional and the def2-TZVPD basis", "lumo_ev": 2.7, "total_charge": -1, "homo_lumo_gap_ev": 8.147, "symbols": ["C", "C", "Cl", "C", "Cl", "Nb", "O", "N", "O", "H", "H", "H", "H", "H", "H", "H"], "xyz": [[1.90, 0.43, 0.88], [1.62, -0.21, -0.46], [3.04, -1.01, -1.13], [0.44, -0.21, -1.07], [0.29, -0.97, -2.63], [-1.53, 0.64, -0.24], [-2.23, -1.23, 0.12], [-1.31, -2.26, 0.17], [-1.07, -2.64, 1.26], [1.21, 1.27, 1.04], [1.77, -0.30, 1.69], [2.93, 0.80, 0.92], [-2.29, 0.95, -1.88], [-2.99, 1.61, 0.28], [-1.13, 0.95, 1.54], [-0.62, 2.18, -0.47]]}

=====

[7]
{"formula": "C3H7ClN2", "method": "the ωB97M-V functional and the def2-TZVPD basis", "lumo_ev": 0.8, "e_above_lowest_kcal_mol": 75.6, "homo_lumo_gap_ev": 9.631, "symbols": ["C", "C", "C", "H", "H", "H", "H", "H", "H", "H", "N", "N", "Cl"], "xyz": [[0.68, -1.32, 0.39], [-0.10, -0.58, -0.81], [0.26, 0.94, -0.72], [0.22, -1.25, 1.36], [1.75, -1.10, 0.47], [0.95, -2.60, 0.09], [-1.14, -0.54, -0.69], [1.26, 0.95, -1.23], [-1.27, 0.84, 1.37], [-1.78, 2.43, 1.34], [-0.14, 1.89, 0.00], [-1.23, 1.66, 0.76], [0.55, -1.32, -2.32]]}

=====

[8]
{"formula": "C3H7ClN4O", "method": "the ωB97M-V functional and the def2-TZVPD basis", "lumo_ev": 0.0, "e_above_lowest_kcal_mol": 61.9, "smiles": "[H]/N=N/N=N/[H].C#COC.Cl", "homo_lumo_gap_ev": 9.126, "symbols": ["C", "C", "C", "N", "N", "N", "N", "O", "Cl", "H", "H", "H", "H", "H", "H", "H"], "xyz": [[0.09, -2.33, 1.64], [-0.09, -1.24, 1.13], [0.02, 0.81, 2.10], [-2.62, -0.56, -1.79], [-0.75, 0.74, -1.78], [-1.49, -0.16, -1.57], [0.41, 1.03, -2.19], [0.02, 0.05, 0.92], [3.74, 0.33, -2.59], [0.31, -3.31, 1.91], [0.25, 0.26, 3.02], [-0.91, 1.43, 2.21], [0.83, 1.48, 2.01], [-3.04, -1.04, -0.97], [2.59, 0.67, -2.29], [0.66, 1.84, -1.75]]}

=====

[9]
{"formula": "C3H7ClN5", "method": "the ωB97M-V functional and the def2-TZVPD basis", "lumo_ev": -4.1, "total_charge": 1, "e_above_lowest_kcal_mol": 40.4, "smiles": "N/C(=N/C=N/Cl)NC=[NH2+]", "homo_lumo_gap_ev": 8.918, "symbols": ["C", "C", "C", "N", "N", "N", "N", "N", "Cl", "H", "H", "H", "H", "H", "H", "H"], "xyz": [[0.71, -2.11, 0.84], [1.04, -0.03, -0.29], [-1.32, 0.26, -0.20], [1.37, -1.03, 0.40], [-0.37, -1.99, 1.51], [-0.27, 0.23, -0.93], [1.84, 0.96, -0.61], [-1.32, 0.31, 1.13], [-1.14, -3.44, 2.07], [1.27, -2.99, 0.72], [-2.22, 0.24, -0.64], [-0.29, 0.68, -1.85], [2.91, 0.82, -0.52], [1.46, 1.82, -1.03], [-2.21, 0.12, 1.67], [-0.45, 0.20, 1.75]]}

=====

[10]
{"formula": "C3H7ClNO2S", "method": "the ωB97M-V functional and the def2-TZVPD basis", "lumo_ev": [3.7, 1.0], "total_charge": -1, "e_above_lowest_kcal_mol": 78.9, "homo_lumo_gap_ev": [5.446, 4.849], "spin_multiplicity": 3, "symbols": ["C", "C", "C", "N", "O", "O", "S", "Cl", "H", "H", "H", "H", "H", "H", "H"], "xyz": [[3.68, -0.63, -0.61], [-1.21, -0.68, 0.73], [-1.35, 1.24, -0.55], [-1.20, 0.57, 0.70], [1.14, -1.24, -0.62], [1.72, 1.15, -0.78], [2.05, -0.16, -0.25], [4.63, 0.55, 0.34], [3.78, -1.59, -0.08], [1.82, 0.01, 1.19], [-1.04, -1.17, 1.68], [-1.37, -1.32, -0.14], [-1.76, 0.59, -1.34], [-1.99, 2.12, -0.41], [-0.35, 1.57, -0.86]]}

=====

[11]
{"formula": "C3H7ClO2PS", "method": "the ωB97M-V functional and the def2-TZVPD basis", "lumo_ev": 3.1, "total_charge": -1, "e_above_lowest_kcal_mol": 20.4, "homo_lumo_gap_ev": 8.678, "symbols": ["C", "C", "C", "O", "O", "P", "S", "Cl", "H", "H", "H", "H", "H", "H", "H"], "xyz": [[-1.01, 1.32, 0.06], [-1.48, -1.29, 0.06], [-1.78, 0.15, -0.25], [2.56, 1.50, -0.30], [1.60, -0.88, 0.16], [2.73, 0.03, -0.14], [-2.63, 1.21, 0.89], [4.19, -0.35, 1.42], [-0.98, 2.15, -0.59], [-0.09, 1.30, 0.65], [3.26, -0.62, -1.25], [-1.19, -1.16, 1.08], [-0.54, -1.48, -0.54], [-2.24, -2.08, -0.07], [-2.41, 0.21, -1.18]]}

=====

[12]
{"formula": "C3H7ClOS", "method": "the ωB97M-V functional and the def2-TZVPD basis", "lumo_ev": 0.7, "e_above_lowest_kcal_mol": 11.9, "smiles": "C[C@@H](Cl)[C@H](O)S", "homo_lumo_gap_ev": 9.888, "symbols": ["C", "C", "C", "O", "S", "Cl", "H", "H", "H", "H", "H", "H", "H"], "xyz": [[1.20, -0.88, 0.53], [0.46, 0.44, 0.47], [-0.73, 0.37, -0.50], [-0.69, 1.12, -1.62], [-2.42, 0.81, 0.56], [1.59, 1.75, -0.05], [1.45, -1.22, -0.48], [2.11, -0.78, 1.11], [0.56, -1.62, 1.00], [0.12, 0.74, 1.47], [-0.96, -0.66, -0.78], [-0.22, 1.96, -1.44], [-2.43, 2.09, 0.21]]}

=====

[13]
{"formula": "C3H7ClSi", "method": "the ωB97M-V functional and the def2-TZVPD basis", "lumo_ev": [-0.5, -1.8], "e_above_lowest_kcal_mol": 149.7, "homo_lumo_gap_ev": [9.373, 7.184], "symbols": ["C", "C", "C", "Si", "Cl", "H", "H", "H", "H", "H", "H", "H"], "xyz": [[0.65, 0.81, -0.88], [-1.86, 0.19, 0.77], [1.48, 0.27, -1.70], [-0.55, -1.07, 1.23], [2.70, 1.19, -2.82], [0.54, 1.86, -0.54], [-2.29, 0.15, -0.14], [-1.68, 1.20, 1.24], [1.90, -0.67, -1.58], [0.48, -0.03, 1.58], [-0.13, -2.18, 0.40], [-1.25, -1.72, 2.44]]}

=====

[14]
{"formula": "C3H7CrFO2", "method": "the ωB97M-V functional and the def2-TZVPD basis", "lumo_ev": [-1.8, -1.7], "e_above_lowest_kcal_mol": 48.5, "homo_lumo_gap_ev": [6.583, 6.732], "spin_multiplicity": 5, "symbols": ["Cr", "O", "C", "C", "O", "C", "H", "H", "H", "H", "H", "H", "H", "F"], "xyz": [[0.11, -1.15, 1.56], [1.95, -1.30, 2.02], [2.73, -1.67, 0.94], [2.21, -1.04, -0.35], [0.80, -1.28, -0.39], [0.16, -0.84, -1.58], [2.74, -2.77, 0.80], [3.79, -1.35, 1.04], [2.68, -1.49, -1.24], [2.38, 0.05, -0.36], [-0.90, -1.10, -1.51], [0.28, 0.25, -1.70], [0.61, -1.35, -2.45], [-2.72, -1.48, -0.28]]}

=====

[15]
{"formula": "C3H7F2NO", "method": "the ωB97M-V functional and the def2-TZVPD basis", "lumo_ev": [1.0, -0.4], "e_above_lowest_kcal_mol": 0.0, "homo_lumo_gap_ev": [7.635, 10.459], "spin_multiplicity": 3, "symbols": ["C", "C", "C", "N", "O", "F", "F", "H", "H", "H", "H", "H", "H", "H"], "xyz": [[-0.86, 1.33, 1.14], [-1.01, 0.89, -1.19], [0.62, -1.47, -0.27], [1.82, -1.08, 0.37], [-0.62, 1.69, -0.22], [-0.08, -2.33, 0.48], [0.63, -2.09, -1.50], [-0.28, 0.38, 1.12], [-1.91, 1.36, 1.20], [-0.57, 2.12, 1.87], [-1.84, 0.30, -1.25], [-0.75, 0.99, -2.24], [2.49, -1.73, 0.61], [2.38, -0.36, -0.12]]}

=====

[16]
{"formula": "C3H7FINO", "method": "the ωB97M-V functional and the def2-TZVPD basis", "lumo_ev": 0.0, "e_above_lowest_kcal_mol": 53.7, "homo_lumo_gap_ev": 9.131, "symbols": ["C", "C", "C", "N", "O", "F", "I", "H", "H", "H", "H", "H", "H", "H"], "xyz": [[-0.17, -2.12, 0.50], [-0.24, 2.38, 0.30], [0.54, -0.10, -0.70], [-0.04, -1.36, -0.71], [-0.79, 1.10, 0.12], [0.43, 0.41, -1.92], [2.35, -0.03, 0.30], [-1.06, -2.87, 0.36], [0.82, -2.80, 0.76], [-0.47, -1.57, 1.33], [-1.10, 3.09, 0.65], [0.12, 2.72, -0.68], [0.60, 2.44, 0.90], [-0.99, -1.29, -1.22]]}

=====

[17]
{"formula": "C3H7FINO", "method": "the ωB97M-V functional and the def2-TZVPD basis", "lumo_ev": 0.4, "e_above_lowest_kcal_mol": 31.0, "smiles": "C/N=C(\\F)OC.I", "homo_lumo_gap_ev": 10.072, "symbols": ["C", "C", "C", "N", "O", "F", "I", "H", "H", "H", "H", "H", "H", "H"], "xyz": [[-0.65, 2.27, 0.05], [-0.90, -2.45, 0.19], [-0.97, 0.00, 0.17], [-1.44, 1.11, 0.42], [-1.53, -1.13, 0.28], [0.41, -0.12, -0.26], [5.27, -0.05, -0.22], [-0.34, 2.90, 1.01], [0.18, 2.12, -0.50], [-1.42, 3.03, -0.52], [0.06, -2.61, 0.65], [-1.12, -2.69, -0.87], [-1.56, -3.04, 0.68], [4.02, 0.66, -1.08]]}

=====

[18]
{"formula": "C3H7FN2S", "method": "the ωB97M-V functional and the def2-TZVPD basis", "lumo_ev": 0.5, "e_above_lowest_kcal_mol": 30.0, "smiles": "C/N=C(/CF)NS", "homo_lumo_gap_ev": 9.874, "symbols": ["C", "C", "C", "H", "H", "H", "H", "H", "H", "H", "N", "N", "F", "S"], "xyz": [[1.15, 1.72, -0.04], [0.13, -0.38, -0.11], [0.30, -1.88, -0.04], [0.72, 2.22, -0.83], [2.19, 2.11, 0.02], [0.65, 1.96, 0.97], [0.00, -2.22, 0.91], [-0.19, -2.40, -0.86], [-1.13, 1.15, -0.58], [-2.96, -0.13, 1.08], [1.20, 0.28, -0.22], [-1.13, 0.28, -0.06], [1.69, -2.14, -0.09], [-2.63, -0.57, -0.17]]}

=====

[19]
{"formula": "C3H7FNO", "method": "the ωB97M-V functional and the def2-TZVPD basis", "lumo_ev": -5.2, "total_charge": 1, "e_above_lowest_kcal_mol": 47.8, "homo_lumo_gap_ev": 9.292, "symbols": ["C", "C", "C", "N", "O", "F", "H", "H", "H", "H", "H", "H", "H"], "xyz": [[-3.22, 0.38, 0.11], [2.69, -0.66, 0.20], [0.77, 0.61, -0.38], [-2.08, -0.04, -0.23], [1.39, -0.46, -0.37], [1.25, 1.68, 0.17], [-3.36, 1.44, 0.29], [-4.10, -0.25, 0.25], [3.33, -1.06, -0.59], [2.58, -1.44, 0.97], [-0.32, 0.61, -0.65], [3.11, 0.25, 0.63], [-2.03, -1.05, -0.38]]}